a.
The following is a quantum chemistry calculation of C2HBrFN in the gas phase, from OMol25.

The geometry in ORCA input format:
```
! RIJCOSX wB97M-V def2-TZVPD def2/J DEFGRID3
* xyz 0 1
N 2.094 -0.497 0.019
C 0.976 -0.344 0.084
C -0.422 0.098 0.055
F -0.924 -0.270 1.288
Br -1.418 -0.293 -1.427
H -0.305 1.306 -0.020
*
```

As for the SMILES: N#C[C@H](F)Br. The calculation puts the gap between HOMO and LUMO at 0.4363 Eh.

How is the electron density shared among the atoms? According to natural (NBO), the charges in e are: N -0.25; C 0.21; C -0.02; F -0.32; Br 0.15; H 0.23


b.
The following is a quantum chemistry calculation of 2 unconnected molecules or ions with the total composition C2HBrFN, from OMol25.

The geometry in ORCA input format:
```
! RIJCOSX wB97M-V def2-TZVPD def2/J DEFGRID3
* xyz 0 1
C -0.703 -1.787 -0.317
C -1.111 -0.684 0.473
N -0.357 -2.628 -1.014
F -1.198 -0.800 1.777
Br -2.565 0.323 -0.293
H 0.274 0.459 -0.038
*
```

The calculation puts the gap between HOMO and LUMO (spin up / spin down) at 0.3328 / 0.3328 Eh.

How is the electron density shared among the atoms? According to natural (NBO), the charges in e are: C 0.13; C 0.16; N -0.22; F -0.29; Br 0.10; H 0.12


Of them, the most stable is a and the least stable is b.